Density functional theory data (ωB97M-V/def2-TZVPD) for an isolated ion of composition C4H12NO3 and charge +1 at a distorted geometry.

* charge: +1
* HOMO-LUMO gap: 12.22 eV
* LUMO energy: -3.1 eV
* HOMO energy: -15.3 eV

Each line ends with the natural charge from an NBO analysis.
CARTESIAN COORDINATES (ANGSTROEM)
C -1.438 1.878 -0.215  -0.467
N -0.126 1.342 -0.592  -0.553
C 0.020 -0.218 -0.590  0.703
O 0.840 -0.229 -2.115  -0.814
O -1.230 -0.727 -0.908  -0.700
C 0.985 -0.836 0.471  0.023
C 0.328 -1.501 1.629  -0.671
O 1.729 0.249 0.885  -0.714
H -1.523 2.212 0.857  0.244
H -1.766 2.672 -0.826  0.247
H -2.275 1.123 -0.243  0.263
H 0.578 1.842 -0.096  0.465
H -0.001 1.420 -1.587  0.475
H 0.876 -1.114 -2.475  0.492
H -1.533 -1.598 -0.414  0.538
H 1.534 -1.672 -0.091  0.226
H -0.782 -1.329 1.738  0.215
H 0.828 -1.247 2.581  0.273
H 0.370 -2.542 1.662  0.244
H 2.587 0.277 0.330  0.511

---

Density functional theory data (ωB97M-V/def2-TZVPD) for a 2-piece molecular cluster, C4H12NO3 overall at a distorted geometry.

* charge: +1
* HOMO-LUMO gap: 11.52 eV
* LUMO energy: -3.2 eV
* HOMO energy: -14.8 eV

Each line ends with the natural charge from an NBO analysis.
CARTESIAN COORDINATES (ANGSTROEM)
C -0.877 0.016 0.982  -0.198
C -0.025 -1.444 0.934  -0.386
C 0.795 -1.782 -0.270  -0.581
C 1.414 -0.731 -1.140  0.822
O 2.061 -1.052 -2.263  -0.644
O 1.327 0.473 -0.868  -0.691
N 0.141 1.168 1.217  -0.686
H -1.458 0.422 0.118  0.248
H -1.372 0.102 1.928  0.229
H -0.713 -2.282 1.067  0.255
H 0.712 -1.416 1.906  0.213
H 0.041 -2.499 -0.774  0.281
H 1.513 -2.622 -0.040  0.287
H 2.621 -0.331 -2.578  0.520
H 1.108 0.870 1.330  0.444
H 0.202 1.748 0.366  0.462
H 0.023 1.764 2.014  0.425
H -4.345 2.921 1.351  0.476
H -3.284 2.925 0.382  0.457
O -3.874 2.312 0.803  -0.932

---

Density functional theory data (ωB97M-V/def2-TZVPD) for a 2-piece molecular cluster, C4H12NO3 overall at a distorted geometry.

* <S²>: 2.006
* charge: +1
* HOMO-LUMO gap (spin up / spin down): 5.07 / 10.05 eV
* LUMO energy (spin up / spin down): -3.6 / -5.2 eV
* HOMO energy (spin up / spin down): -8.6 / -15.2 eV
* multiplicity: 3

Each line ends with the Löwdin spin population.
CARTESIAN COORDINATES (ANGSTROEM)
C -1.061 0.125 -1.903  0.002
C -0.853 -1.023 -0.980  0.099
C -0.104 0.658 1.134  0.652
C 0.418 -0.991 -0.301  0.594
N 1.045 1.664 1.085  0.067
O -0.046 0.018 2.358  0.156
O 1.436 -0.265 -0.807  0.158
O 0.787 -1.940 0.604  0.131
H -0.180 0.314 -2.356  0.000
H -1.271 0.988 -1.391  0.000
H -1.868 -0.071 -2.639  0.000
H -1.659 -1.226 -0.191  0.020
H -0.819 -1.977 -1.588  0.044
H -0.949 1.190 0.882  0.032
H 0.526 2.577 1.084  0.016
H 1.308 1.646 0.091  0.008
H 1.724 1.431 1.818  0.002
H -0.764 0.044 2.926  0.009
H 2.313 -0.554 -0.502  0.006
H 0.018 -2.608 0.675  0.006

---

Molar mass (g mol⁻¹)
122.1 122.1 122.1